Record 1
Entry from the OMol25 dataset: a molecular structure, C38H73Br9O25S5 (ωB97M-V/def2-TZVPD).

For the frontier orbital gap, the calculation gives 9.35 eV. The calculated total energy is -28529.4970 hartree. The LUMO energy comes out at -0.02771 hartree. As for the total charge: 0.

Last column: Löwdin charge in e.
Cartesian coordinates (Å):
O (5.65455, 0.82952, 7.12953)  0.125
C (6.44590, 1.42729, 6.44370)  -0.482
O (6.31916, 2.74285, 6.12726)  0.037
C (7.43121, 3.22327, 5.52251)  -0.226
C (8.52538, 2.25011, 5.89774)  -0.142
C (7.73473, 0.94265, 5.93992)  -0.086
H (7.54459, 4.24552, 5.88340)  0.135
H (7.36859, 3.20271, 4.43450)  0.127
H (8.94111, 2.49064, 6.87621)  0.125
H (9.25675, 2.10569, 5.10255)  0.117
H (8.19878, 0.15686, 6.53598)  0.135
H (7.56688, 0.57706, 4.92687)  0.136
O (-5.02884, 2.52962, 6.25764)  0.099
C (-6.00692, 3.14549, 6.64860)  -0.453
O (-6.41091, 3.17941, 7.93920)  0.008
C (-7.68805, 3.81161, 8.23519)  -0.133
C (-7.93441, 4.62796, 6.98679)  -0.160
C (-7.00616, 4.04882, 5.91945)  -0.072
H (-7.67254, 4.23403, 9.23988)  0.123
H (-8.48080, 3.08604, 8.41741)  0.116
H (-7.72099, 5.69017, 7.10620)  0.111
H (-8.96236, 4.62966, 6.62427)  0.111
H (-6.32323, 4.80151, 5.52557)  0.126
H (-7.54250, 3.52722, 5.12675)  0.125
O (8.64598, -7.46237, 1.21060)  0.081
C (7.94628, -6.43784, 1.25318)  -0.417
O (8.38780, -5.16843, 0.93905)  -0.002
C (7.43291, -4.14127, 1.02805)  -0.164
C (6.21012, -4.80807, 1.72562)  -0.139
C (6.49690, -6.30315, 1.65946)  -0.080
H (7.11575, -3.74532, 0.06331)  0.119
H (7.95441, -3.38372, 1.61308)  0.124
H (5.35925, -4.37984, 1.19577)  0.107
H (6.10094, -4.50191, 2.76602)  0.109
H (6.04212, -6.74405, 0.77239)  0.131
H (6.29620, -6.94181, 2.51966)  0.131
O (-5.97627, -6.45657, 1.72413)  0.092
C (-6.83731, -7.04721, 1.09354)  -0.474
O (-6.57230, -7.62411, -0.08413)  0.042
C (-7.73311, -8.29444, -0.57779)  -0.157
C (-8.82316, -8.27023, 0.47351)  -0.146
C (-8.28554, -7.27235, 1.51358)  -0.084
H (-7.51839, -9.35332, -0.72192)  0.123
H (-8.03702, -7.85265, -1.52676)  0.128
H (-8.89403, -9.18009, 1.06953)  0.115
H (-9.80327, -7.88514, 0.19209)  0.115
H (-8.28603, -7.52376, 2.57419)  0.125
H (-8.86576, -6.34996, 1.53890)  0.122
O (11.47332, 4.11449, -2.85118)  0.092
C (10.35236, 4.07357, -2.34156)  -0.532
O (9.87104, 2.93904, -1.96818)  0.070
C (8.56122, 3.14967, -1.36117)  -0.139
C (8.46028, 4.63649, -1.22047)  -0.186
C (9.23994, 5.05385, -2.41223)  -0.087
H (8.57905, 2.77213, -0.33880)  0.121
H (7.71627, 2.64341, -1.82792)  0.131
H (8.88437, 4.92641, -0.25912)  0.126
H (7.41790, 4.95437, -1.19780)  0.124
H (9.51702, 6.10617, -2.34930)  0.135
H (8.67449, 4.79735, -3.30809)  0.145
O (1.17722, -10.97790, 0.34138)  -0.304
S (0.46312, -10.46375, -0.84127)  0.756
O (1.00730, -10.51023, -2.22010)  -0.329
O (-1.08148, -11.21426, -0.93503)  -0.277
C (-1.67074, -11.23965, -2.18883)  -0.321
C (-2.55931, -12.50947, -2.36816)  -0.056
C (-0.18726, -8.73415, -0.48078)  -0.084
H (-1.00918, -11.14905, -3.05036)  0.110
H (-2.28883, -10.34523, -2.11088)  0.107
H (-3.07119, -12.58467, -3.32755)  0.073
H (-3.27058, -12.71513, -1.56824)  0.071
H (-1.91690, -13.38982, -2.38732)  0.072
H (-0.35297, -8.69368, 0.59579)  0.064
H (-1.20788, -8.65316, -0.85479)  0.053
H (0.47631, -7.98999, -0.92122)  0.066
O (0.62868, -0.41501, -6.90279)  -0.289
S (1.86593, -1.09017, -7.25291)  0.681
O (1.85352, -2.43020, -7.88439)  -0.312
O (2.67574, -0.01352, -8.15771)  -0.249
C (3.70407, -0.49147, -8.96774)  -0.311
C (3.29380, -1.15156, -10.29698)  -0.061
C (3.00688, -1.17364, -5.75377)  -0.094
H (4.39771, -1.08950, -8.37671)  0.110
H (4.35973, 0.30734, -9.31433)  0.120
H (4.19096, -1.61605, -10.70619)  0.085
H (2.98955, -0.37455, -10.99825)  0.073
H (2.37535, -1.71861, -10.14533)  0.065
H (3.14221, -0.14882, -5.40804)  0.062
H (3.98253, -1.61874, -5.94891)  0.059
H (2.56480, -1.76773, -4.95395)  0.063
O (-3.75353, 7.51004, 1.98756)  -0.284
S (-4.38830, 8.75057, 1.61337)  0.660
O (-5.30460, 8.84152, 0.46894)  -0.305
O (-5.18771, 9.27330, 2.99566)  -0.272
C (-5.76190, 10.61870, 3.00941)  -0.280
C (-6.94875, 10.72429, 3.96770)  -0.060
C (-3.16840, 10.06156, 1.45430)  -0.125
H (-6.08196, 10.92903, 2.01476)  0.109
H (-4.97345, 11.35930, 3.14336)  0.106
H (-6.76657, 10.72915, 5.04236)  0.073
H (-7.63744, 9.90318, 3.76868)  0.084
H (-7.31351, 11.73741, 3.79849)  0.079
H (-2.54720, 9.83752, 0.58711)  0.075
H (-2.56780, 10.16058, 2.35849)  0.080
H (-3.71409, 10.98685, 1.26942)  0.059
O (2.93244, 0.83239, 1.43983)  -0.293
S (1.63705, 1.36921, 1.06284)  0.694
O (1.52723, 2.50353, 0.11828)  -0.319
O (0.58153, 0.13491, 0.63330)  -0.262
C (-0.66649, 0.44815, 0.12252)  -0.345
C (-1.60576, -0.71271, 0.36123)  -0.055
C (0.86306, 1.95763, 2.62081)  -0.110
H (-0.53907, 0.51523, -0.95793)  0.118
H (-1.03826, 1.43709, 0.39062)  0.118
H (-2.59812, -0.34914, 0.09451)  0.084
H (-1.52224, -0.93418, 1.42522)  0.083
H (-1.34749, -1.57584, -0.25229)  0.083
H (0.87867, 1.15607, 3.35931)  0.071
H (-0.17310, 2.28946, 2.55485)  0.065
H (1.47404, 2.81769, 2.89485)  0.067
O (-4.41345, -7.84997, -7.56385)  -0.290
S (-5.76736, -7.32212, -7.53030)  0.675
O (-6.97088, -8.17017, -7.48798)  -0.296
O (-5.99313, -6.24078, -6.33291)  -0.276
C (-5.00542, -5.36242, -5.99503)  -0.327
C (-5.61178, -4.08500, -5.37719)  -0.052
C (-5.90857, -6.10994, -8.88489)  -0.104
H (-4.40435, -5.04736, -6.84799)  0.115
H (-4.36066, -5.84855, -5.26286)  0.125
H (-6.04545, -4.26974, -4.39439)  0.076
H (-6.37831, -3.70316, -6.05154)  0.074
H (-4.94114, -3.23502, -5.25123)  0.078
H (-6.46264, -5.27743, -8.45125)  0.067
H (-6.35706, -6.59499, -9.75189)  0.071
H (-4.91059, -5.76792, -9.15907)  0.065
C (-1.36041, 8.72693, 8.59003)  -1.546
Br (-0.83046, 10.58088, 8.56630)  0.549
Br (-0.78486, 7.79377, 6.92100)  0.507
Br (-3.32731, 8.64550, 8.71672)  0.508
H (-0.92866, 8.23395, 9.46104)  -0.019
C (2.78236, 7.31582, -4.32226)  -1.566
Br (1.08117, 7.70500, -5.31510)  0.497
Br (3.88267, 8.95009, -4.04576)  0.525
Br (3.66896, 5.84943, -5.14722)  0.577
H (2.41060, 6.92426, -3.37538)  -0.034
C (4.53016, 10.47053, 3.36272)  -1.482
Br (4.32552, 10.05834, 5.23423)  0.556
Br (3.42747, 12.08721, 2.83198)  0.476
Br (3.94614, 8.87039, 2.25164)  0.475
H (5.56665, 10.77789, 3.22380)  -0.026

***

Record 2
Entry from the OMol25 dataset: C2H2F2O2 in the gas phase (ωB97M-V/def2-TZVPD).

For the frontier orbital gap, the calculation gives 9.77 eV. For the energy above the lowest of the compared OMol25 structures with the same formula, charge and spin, the calculation gives 1.635 eV. The calculated total energy is -427.5641 hartree. Its structure (SMILES) is O/C(F)=C(/O)F. The LUMO energy comes out at 0.02348 hartree. As for the total charge: 0.

Last column: natural (NBO) charge in e.
Cartesian coordinates (Å):
O (1.28870, -0.25725, -1.20575)  -0.644
C (0.76037, 0.03835, -0.02342)  0.484
F (1.65098, 0.45777, 0.89170)  -0.307
C (-0.56506, -0.02952, 0.13855)  0.510
O (-1.36498, 0.11336, 1.27253)  -0.685
F (-1.46529, -0.36241, -0.84084)  -0.329
H (1.81286, 0.49796, -1.38117)  0.479
H (-2.11759, -0.45825, 1.14840)  0.492

***

Record 3
Entry from the OMol25 dataset: 2 unconnected molecules or ions with the total composition C7H2BF12N4O6S (ωB97M-V/def2-TZVPD).

For the frontier orbital gap, the calculation gives 7.12 eV. The calculated total energy is -2560.0578 hartree. The LUMO energy comes out at 0.04379 hartree. As for the total charge: -1.

Last column: natural (NBO) charge in e.
Cartesian coordinates (Å):
O (4.10329, -2.62471, 0.12717)  -0.945
B (4.71486, -1.37474, 0.19623)  1.289
O (6.00672, -1.18641, -0.18814)  -0.879
O (4.03957, -0.29734, 0.76373)  -0.664
C (2.72847, -0.20820, 0.44147)  0.593
N (2.44981, 0.09252, -0.82366)  -0.226
N (1.18052, 0.15835, -1.14809)  -0.137
C (0.30329, -0.06574, -0.17888)  0.257
C (-1.17616, 0.00490, -0.55812)  0.620
F (-1.31715, 0.90279, -1.54035)  -0.279
F (-1.88726, 0.38725, 0.50441)  -0.280
C (-1.73737, -1.36117, -1.09692)  0.583
F (-2.57058, -1.10896, -2.12852)  -0.295
F (-0.71563, -2.11769, -1.57357)  -0.315
C (-2.58046, -2.24265, -0.12036)  0.555
F (-2.89112, -3.35862, -0.83099)  -0.309
F (-3.71913, -1.61181, 0.18841)  -0.287
C (-1.91445, -2.74336, 1.19637)  0.924
F (-1.92489, -1.81808, 2.13853)  -0.280
F (-2.60081, -3.80377, 1.64342)  -0.309
F (-0.65363, -3.13446, 0.96368)  -0.310
N (0.58697, -0.35488, 1.08819)  -0.131
N (1.84873, -0.43297, 1.41720)  -0.183
H (3.68574, -2.82534, -0.71955)  0.506
H (6.32099, -1.93423, -0.71167)  0.495
C (-1.88677, 4.33200, -0.63105)  0.670
F (-0.96070, 4.69554, -1.53721)  -0.337
F (-2.75523, 5.35303, -0.51971)  -0.337
F (-2.56343, 3.29231, -1.15182)  -0.338
S (-1.12537, 3.90511, 0.99495)  2.358
O (-0.46489, 5.13506, 1.36837)  -0.989
O (-0.24550, 2.80412, 0.63775)  -1.031
O (-2.27843, 3.54216, 1.78875)  -0.991

***

Record 4
Entry from the OMol25 dataset: C4H7NO2 in the gas phase (ωB97M-V/def2-TZVPD).

For the frontier orbital gap, the calculation gives 10.73 eV. For the energy above the lowest of the compared OMol25 structures with the same formula, charge and spin, the calculation gives 3.457 eV. The calculated total energy is -361.7538 hartree. Its structure (SMILES) is O/N=C1/CC[C@H]1O. The LUMO energy comes out at 0.03277 hartree. As for the total charge: 0.

Last column: natural (NBO) charge in e.
Cartesian coordinates (Å):
O (1.84908, 1.77106, -0.55659)  -0.567
N (1.77737, 0.38277, -0.61451)  -0.115
C (0.66096, -0.02430, -0.17099)  0.173
C (0.01876, -1.39341, -0.18812)  -0.445
C (-1.34338, -0.63782, -0.22858)  -0.416
C (-0.62693, 0.65358, 0.26093)  0.043
O (-0.72550, 0.86061, 1.65921)  -0.697
H (2.70882, 1.96212, -0.95393)  0.477
H (0.14466, -1.92820, 0.76087)  0.219
H (0.28500, -2.06509, -1.00693)  0.228
H (-2.13598, -0.99132, 0.43891)  0.221
H (-1.72896, -0.54365, -1.25195)  0.213
H (-0.87424, 1.59776, -0.22956)  0.197
H (-0.00966, 0.35590, 2.08126)  0.470

***

Question: Which value of frontier orbital gap does entry 1 give?
Answer: 9.35 eV

***

Question: The highest frontier orbital gap belongs to which entry?
Answer: C4H7NO2

***

Question: Which value of total charge does entry 1 give?
Answer: 0

***

Question: Among the records above, which one has the highest LUMO?
Answer: C7H2BF12N4O6S